Formula: C3H4FN3O
Source: OMol25
Level of theory: wB97M-V/def2-TZVPD

XYZ file:
```
12
Properties=species:S:1:pos:R:3:mulliken_charge:R:1
C -2.28 1.03 -0.31 -0.02
C -0.37 0.01 0.39 0.58
C 2.61 -1.06 -0.45 -0.16
N -1.69 0.46 -1.30 -0.47
N -0.60 -0.13 -0.94 -0.21
N -1.42 0.79 0.85 -0.14
O 0.63 -0.33 1.07 -0.62
F 2.96 -1.94 0.41 -0.14
H -3.34 1.35 -0.22 0.33
H 3.23 -0.25 -0.21 0.25
H 1.77 -1.04 -1.08 0.43
H -1.50 1.11 1.79 0.18
```

- HOMO-LUMO gap (spin up / spin down): 8.07 / 4.24 eV
- Energy above the lowest of the compared OMol25 structures with the same formula, charge and spin: 5.073 eV
- Highest occupied orbital energy (spin up / spin down): -8.6507 / -7.4052 eV